{"formula": "C8H12O2", "method": "ωB97M-V with the def2-TZVPD basis set", "smiles": "C=C[C@]1(OO)CC=CCC1", "de_lowest_kcal_mol": 119.3, "charge": 0, "symbols": ["O", "O", "C", "C", "C", "C", "C", "C", "C", "C", "H", "H", "H", "H", "H", "H", "H", "H", "H", "H", "H", "H"], "coordinates": [[0.024, -0.471, 2.626], [0.040, 0.419, 1.396], [-2.875, -0.292, 0.821], [1.987, 1.047, -0.976], [0.775, 1.817, -1.099], [-1.752, -0.799, 0.165], [2.115, -0.391, -0.503], [-0.572, 1.101, -0.722], [0.703, -1.131, -0.326], [-0.405, -0.137, 0.196], [0.402, -1.344, 2.412], [-2.601, 0.622, 1.428], [-3.883, -0.753, 0.818], [2.888, 1.560, -1.020], [0.643, 2.837, -1.421], [-1.812, -1.767, -0.362], [2.703, -0.339, 0.395], [2.846, -1.000, -1.091], [-1.253, 1.757, -0.194], [-1.206, 0.754, -1.592], [0.851, -1.999, 0.323], [0.381, -1.491, -1.274]], "forces_ev_per_angstrom": [[-0.48, 0.81, -1.31], [0.12, -0.33, 2.47], [3.36, -0.26, -0.80], [-5.06, 1.79, -0.10], [1.86, -4.65, 0.97], [-3.36, -0.23, 2.05], [-1.20, -0.23, -0.45], [0.95, -0.16, -1.12], [1.32, 1.78, 0.41], [0.81, -1.22, -1.14], [0.11, 0.44, -0.65], [-1.05, -1.02, -0.58], [0.96, 0.43, 0.00], [1.61, 0.98, -0.57], [0.72, 0.15, 0.04], [-0.04, 0.66, 0.07], [-0.24, 0.06, 1.11], [-0.95, 0.49, -0.36], [0.05, 0.41, 0.22], [1.00, 0.40, 0.52], [-0.28, 0.09, 0.10], [-0.21, -0.39, -0.88]]}

---

{"formula": "C37H56O17S5", "method": "ωB97M-V with the def2-TZVPD basis set", "smiles": "CCOS(C)(=O)=O.CCOS(C)(=O)=O.CCOS(C)(=O)=O.O=S1(=O)OCCO1.O=S1(=O)OCCO1.c1ccccc1.c1ccccc1.c1ccccc1.c1ccccc1", "charge": 0, "symbols": ["C", "C", "O", "S", "O", "O", "O", "H", "H", "H", "H", "C", "C", "O", "S", "O", "O", "O", "H", "H", "H", "H", "O", "S", "O", "O", "C", "C", "C", "H", "H", "H", "H", "H", "H", "H", "H", "O", "S", "O", "O", "C", "C", "C", "H", "H", "H", "H", "H", "H", "H", "H", "O", "S", "O", "O", "C", "C", "C", "H", "H", "H", "H", "H", "H", "H", "H", "C", "C", "C", "C", "C", "C", "H", "H", "H", "H", "H", "H", "C", "C", "C", "C", "C", "C", "H", "H", "H", "H", "H", "H", "C", "C", "C", "C", "C", "C", "H", "H", "H", "H", "H", "H", "C", "C", "C", "C", "C", "C", "H", "H", "H", "H", "H", "H"], "coordinates": [[2.895, -10.090, -30.002], [1.397, -10.004, -30.292], [0.717, -10.983, -29.535], [1.734, -11.707, -28.484], [1.566, -13.127, -28.599], [1.667, -11.037, -27.209], [3.086, -11.314, -29.286], [3.256, -9.221, -29.447], [3.468, -10.070, -30.927], [1.157, -10.072, -31.353], [1.034, -9.009, -30.020], [6.096, -11.315, -30.226], [6.210, -9.844, -30.699], [6.527, -9.872, -32.098], [6.284, -11.354, -32.754], [7.550, -11.970, -32.987], [5.354, -11.259, -33.835], [5.528, -11.893, -31.407], [5.370, -11.586, -29.463], [7.049, -11.841, -30.117], [7.063, -9.458, -30.148], [5.243, -9.377, -30.552], [6.013, -7.011, -29.005], [5.722, -7.217, -27.611], [4.476, -7.771, -27.175], [6.972, -8.090, -26.999], [6.685, -9.494, -26.719], [8.052, -10.037, -26.314], [6.049, -5.598, -26.816], [6.277, -9.937, -27.629], [5.945, -9.530, -25.922], [8.845, -9.908, -27.046], [7.959, -11.091, -26.035], [8.401, -9.590, -25.382], [7.021, -5.208, -27.079], [5.901, -5.799, -25.756], [5.164, -5.071, -27.170], [1.495, -16.811, -32.450], [1.611, -15.823, -31.388], [2.285, -16.194, -30.165], [2.199, -14.407, -31.948], [3.535, -14.339, -32.460], [3.706, -15.020, -33.798], [-0.051, -15.198, -31.034], [4.208, -14.690, -31.673], [3.913, -13.333, -32.640], [4.739, -15.054, -34.139], [3.053, -14.600, -34.568], [3.288, -16.029, -33.798], [-0.465, -14.911, -31.998], [0.021, -14.337, -30.379], [-0.507, -16.112, -30.663], [-0.944, -8.643, -32.025], [-2.262, -8.367, -32.547], [-2.678, -7.018, -32.849], [-2.426, -9.313, -33.880], [-3.408, -8.882, -34.854], [-4.183, -10.030, -35.422], [-3.502, -9.145, -31.502], [-2.825, -8.333, -35.594], [-4.107, -8.124, -34.494], [-3.671, -10.627, -36.181], [-5.044, -9.629, -35.962], [-4.557, -10.749, -34.692], [-2.890, -9.767, -30.858], [-4.187, -9.621, -32.192], [-3.955, -8.372, -30.886], [-3.120, -13.106, -29.463], [-4.095, -13.719, -30.256], [-4.118, -13.479, -31.631], [-3.161, -12.623, -32.178], [-2.160, -12.072, -31.412], [-2.162, -12.284, -30.051], [-3.034, -13.357, -28.413], [-4.875, -14.262, -29.739], [-5.012, -13.781, -32.160], [-3.113, -12.488, -33.254], [-1.272, -11.579, -31.792], [-1.349, -11.962, -29.418], [-1.629, -7.591, -24.624], [-0.667, -8.185, -23.854], [0.561, -8.537, -24.441], [0.710, -8.316, -25.792], [-0.299, -7.745, -26.594], [-1.449, -7.332, -25.984], [-2.485, -7.167, -24.109], [-0.744, -8.413, -22.798], [1.421, -8.983, -23.960], [1.589, -8.613, -26.352], [-0.150, -7.627, -27.660], [-2.150, -6.642, -26.439], [4.974, -11.747, -24.923], [4.593, -10.592, -25.573], [4.554, -9.406, -24.860], [4.813, -9.329, -23.529], [5.125, -10.519, -22.870], [5.250, -11.723, -23.543], [4.976, -12.686, -25.464], [4.142, -10.708, -26.551], [4.255, -8.522, -25.422], [4.749, -8.434, -22.926], [5.333, -10.518, -21.806], [5.580, -12.627, -23.053], [-2.161, -12.214, -24.175], [-2.956, -13.196, -23.585], [-2.718, -14.550, -23.894], [-1.858, -14.891, -24.917], [-1.147, -13.903, -25.583], [-1.298, -12.581, -25.204], [-2.371, -11.174, -23.962], [-3.694, -12.957, -22.831], [-3.351, -15.270, -23.391], [-1.824, -15.942, -25.176], [-0.545, -14.237, -26.420], [-0.801, -11.759, -25.708]], "forces_ev_per_angstrom": [[-0.03, 0.54, -0.28], [-0.21, 1.74, -0.56], [0.82, -0.90, 0.92], [-0.45, -0.33, -0.39], [0.09, 1.39, 0.38], [0.23, -0.68, -1.43], [-0.40, -0.06, 0.44], [-0.15, -0.21, 0.53], [-0.10, -0.73, 0.01], [-0.01, -0.64, 0.09], [-0.07, -0.13, 0.22], [0.16, -0.37, -1.72], [0.63, -1.19, 1.07], [-0.05, -0.91, -0.30], [-0.27, 1.15, 0.93], [-0.60, 0.06, 0.54], [0.22, -0.20, 0.93], [-0.19, -0.97, -2.13], [0.29, 0.52, 0.27], [0.10, 0.48, 0.59], [-0.31, 0.95, -0.17], [0.47, 0.60, 0.06], [-0.64, -0.49, 0.19], [3.09, 1.02, 0.14], [-0.11, 0.18, -0.63], [-1.61, 1.24, -0.63], [1.84, 0.86, -0.24], [-0.46, -0.66, 0.73], [-1.48, -2.01, 0.12], [0.05, -0.26, -0.01], [1.71, 0.19, -1.05], [-0.19, -0.02, -0.29], [0.00, -0.10, -0.38], [-0.18, 0.40, -0.10], [-0.04, 0.02, -0.17], [0.32, 0.26, 0.10], [0.37, 0.60, -0.09], [0.29, 1.04, 0.94], [-0.36, 0.26, -0.15], [-0.28, 0.36, -0.97], [-0.51, -0.26, -0.04], [1.42, -0.36, -0.21], [-1.12, -1.23, -0.44], [1.35, -0.50, -0.75], [-0.01, -0.49, -0.18], [-1.15, 0.52, 0.53], [0.01, 0.19, 0.08], [0.37, 0.72, 0.10], [0.56, -0.23, 0.38], [-0.12, -0.06, 0.03], [-0.11, -0.27, 0.34], [-0.43, 0.34, 0.35], [-0.83, 0.17, -0.47], [-0.40, -0.29, -0.46], [0.49, -0.81, 0.01], [0.08, 0.87, 1.14], [0.31, 0.70, -0.43], [-0.35, -0.71, -0.81], [1.05, 1.03, 0.02], [-0.12, -0.25, -0.34], [0.18, -0.20, 0.69], [0.43, 0.14, 0.21], [-0.07, 0.07, 0.18], [0.02, 0.28, 0.28], [-0.51, -0.59, -0.11], [-0.17, -0.34, 0.40], [-0.15, 0.07, -0.22], [0.08, -0.38, -0.52], [0.21, 0.79, 0.41], [-0.47, 0.92, 0.97], [-0.03, -0.72, -1.10], [0.77, -0.21, 0.57], [-0.08, -0.97, 1.01], [-0.18, 0.19, 0.07], [0.00, -0.32, -0.31], [0.36, -0.32, -0.46], [-0.21, 0.12, 0.02], [-0.40, 0.28, -0.53], [-0.02, 0.36, -0.15], [-0.58, 0.86, 0.39], [1.74, -0.96, 0.30], [-0.28, 0.14, -0.77], [-0.21, -0.01, -1.63], [0.68, -0.38, 0.45], [-0.48, 0.69, 0.78], [-0.19, -0.23, -0.19], [-0.53, 0.31, 0.01], [-0.31, -0.03, 0.56], [0.25, -0.09, 0.47], [0.11, 0.15, 0.03], [-0.17, -0.48, -0.40], [-0.22, -0.25, 0.35], [-1.78, -1.94, 1.28], [-1.99, 1.37, -0.39], [0.17, -0.95, 0.94], [0.67, -0.59, 0.65], [0.09, 0.50, -0.82], [0.07, -0.03, 0.05], [0.44, 0.51, -0.25], [0.03, -0.30, 0.59], [-0.05, 0.23, -0.34], [-0.07, 0.13, -0.01], [-0.14, 0.02, 0.19], [-1.10, -0.64, -0.29], [1.04, -0.60, 0.19], [-1.06, 1.20, 0.22], [-0.30, -0.28, 0.42], [-0.13, -0.52, -0.18], [0.16, 0.73, 0.01], [0.31, 0.08, 0.05], [0.00, 0.13, 0.00], [0.22, -0.28, -0.09], [0.39, 0.08, -0.24], [0.24, 0.44, -0.01], [0.29, -0.27, -0.16]]}

---

{"formula": "C20H71Cl3KN5O13Sr", "method": "ωB97M-V with the def2-TZVPD basis set", "charge": 0, "symbols": ["K", "Sr", "Cl", "Cl", "Cl", "O", "H", "H", "O", "H", "H", "O", "H", "H", "O", "H", "H", "O", "H", "H", "O", "H", "H", "O", "H", "H", "O", "H", "H", "C", "C", "C", "O", "C", "N", "H", "H", "H", "H", "H", "H", "H", "H", "H", "H", "H", "C", "C", "C", "O", "C", "N", "H", "H", "H", "H", "H", "H", "H", "H", "H", "H", "H", "C", "C", "C", "O", "C", "N", "H", "H", "H", "H", "H", "H", "H", "H", "H", "H", "H", "C", "C", "C", "O", "C", "N", "H", "H", "H", "H", "H", "H", "H", "H", "H", "H", "H", "C", "C", "C", "O", "C", "N", "H", "H", "H", "H", "H", "H", "H", "H", "H", "H", "H"], "coordinates": [[3.282, 2.237, -3.142], [3.396, -0.645, 1.385], [1.437, 0.585, -0.478], [3.615, 2.259, 2.573], [4.693, -0.713, -3.327], [1.369, -1.981, -2.894], [1.253, -1.345, -2.189], [0.893, -2.757, -2.598], [3.916, 3.113, -0.472], [4.496, 3.873, -0.501], [3.673, 3.031, 0.450], [-2.005, -0.634, -0.372], [-2.475, 0.189, -0.238], [-1.114, -0.368, -0.596], [1.814, -0.441, 3.270], [1.932, 0.411, 3.691], [0.935, -0.717, 3.531], [4.113, -2.373, -0.484], [3.695, -3.192, -0.749], [4.267, -1.906, -1.305], [0.133, 2.035, 2.179], [0.710, 1.762, 1.465], [0.442, 2.909, 2.416], [-1.067, 1.305, -3.447], [-0.586, 1.861, -2.835], [-0.581, 1.376, -4.269], [0.066, 3.200, -1.827], [-0.397, 3.690, -1.147], [0.491, 2.483, -1.357], [-3.725, -2.737, -3.570], [-3.237, -1.391, -4.035], [-4.125, -0.164, -3.710], [-5.473, -0.404, -3.932], [-6.212, 0.819, -3.957], [-1.879, -1.252, -3.356], [-3.752, -2.871, -2.489], [-3.121, -3.603, -3.842], [-4.767, -2.957, -3.803], [-3.133, -1.446, -5.119], [-3.752, 0.624, -4.364], [-3.918, 0.292, -2.742], [-6.275, 1.297, -2.979], [-7.260, 0.733, -4.244], [-5.741, 1.578, -4.582], [-2.077, -1.275, -2.366], [-1.618, -0.277, -3.391], [-4.820, 2.698, -0.320], [-3.266, 2.868, -0.327], [-2.917, 4.340, -0.012], [-1.487, 4.468, -0.222], [-0.889, 5.485, 0.513], [-2.655, 1.965, 0.621], [-5.116, 1.801, -0.863], [-5.207, 3.528, -0.910], [-5.279, 2.754, 0.668], [-2.880, 2.596, -1.309], [-3.199, 4.585, 1.012], [-3.398, 5.075, -0.658], [-1.108, 5.397, 1.577], [-1.239, 6.463, 0.185], [0.172, 5.357, 0.298], [-1.683, 2.233, 0.676], [-3.009, 2.247, 1.525], [0.484, -4.577, 2.269], [0.699, -3.833, 0.933], [-0.295, -4.217, -0.177], [0.194, -3.966, -1.505], [-0.429, -4.706, -2.524], [0.712, -2.430, 1.298], [0.851, -5.593, 2.129], [-0.560, -4.615, 2.581], [1.068, -4.096, 3.053], [1.667, -4.051, 0.482], [-1.300, -3.828, -0.013], [-0.361, -5.302, -0.096], [-0.009, -4.541, -3.516], [-1.466, -4.369, -2.524], [-0.500, -5.781, -2.361], [0.396, -1.834, 0.547], [0.106, -2.136, 2.051], [7.103, -1.082, 0.166], [6.532, 0.370, 0.294], [7.473, 1.387, -0.535], [6.993, 2.685, -0.406], [7.837, 3.520, -1.148], [5.127, 0.454, -0.183], [7.095, -1.422, -0.870], [6.478, -1.794, 0.706], [8.129, -1.142, 0.530], [6.537, 0.610, 1.357], [7.516, 1.052, -1.572], [8.452, 1.160, -0.114], [8.894, 3.345, -0.950], [7.662, 4.581, -0.969], [7.723, 3.287, -2.207], [5.218, 0.275, -1.173], [4.818, 1.416, -0.211], [-3.160, 0.531, 3.791], [-2.026, -0.493, 4.160], [-2.469, -1.916, 4.597], [-3.320, -1.696, 5.636], [-3.505, -2.832, 6.514], [-1.053, -0.527, 3.021], [-3.843, 0.772, 4.606], [-3.796, 0.174, 2.980], [-2.670, 1.481, 3.580], [-1.650, -0.035, 5.075], [-1.627, -2.549, 4.877], [-3.135, -2.376, 3.867], [-4.442, -2.490, 6.953], [-2.727, -2.783, 7.276], [-3.573, -3.766, 5.955], [-1.570, -0.774, 2.190], [-0.629, 0.378, 2.875]], "forces_ev_per_angstrom": [[-0.02, -0.71, 0.46], [-0.73, 0.29, -0.71], [0.05, -0.01, 0.10], [-0.09, -0.60, -0.24], [0.02, 0.57, 0.38], [0.60, 0.18, -0.55], [-0.02, 0.28, 0.20], [-0.18, 0.11, 0.25], [-0.15, 0.34, -1.38], [0.34, 0.12, 0.13], [-0.34, -0.29, 1.12], [0.02, -1.05, 0.07], [-0.26, 0.70, 0.46], [0.51, 0.21, -0.13], [0.77, -0.09, 0.35], [0.27, 0.71, 0.07], [-0.91, -0.45, -0.26], [-0.21, -0.30, 1.35], [-0.22, -0.20, -0.17], [0.20, 0.72, -1.25], [-0.69, 0.29, 0.33], [0.54, -0.37, -0.59], [0.28, 0.18, 0.20], [-0.09, 0.44, -0.47], [0.04, 0.72, 0.49], [0.05, -0.13, -0.30], [0.87, -0.28, -1.04], [-0.72, 0.36, 0.26], [0.52, -0.55, 0.53], [-1.39, -0.97, 0.89], [1.25, -0.25, 1.59], [1.27, -0.12, -0.51], [-1.57, 0.70, -0.30], [0.14, 0.22, 0.43], [-1.47, 0.04, -1.05], [0.25, 0.70, 0.45], [0.21, 0.37, -0.73], [-0.05, 0.09, -0.61], [0.28, 0.17, -0.05], [-0.08, 0.27, -0.52], [-0.15, -0.54, 0.76], [0.30, -0.17, 0.52], [0.21, -0.76, -0.36], [0.16, -0.14, -0.42], [-0.27, -0.68, 0.41], [0.40, -0.11, -0.62], [0.97, 0.55, -0.89], [-1.53, 0.57, 0.06], [0.84, -0.58, -0.92], [-1.59, -0.36, 0.63], [0.36, 0.33, -0.04], [0.00, 0.40, 0.09], [0.04, -0.18, 0.39], [-0.28, 0.08, 0.01], [0.20, -0.18, 0.08], [-0.06, 0.27, -0.22], [0.22, -0.06, 0.31], [-0.23, -0.12, -0.21], [0.17, -0.12, 0.19], [0.10, 0.22, -0.09], [0.11, 0.43, 0.37], [0.58, -0.32, 0.09], [-0.18, -0.40, 0.47], [0.44, -0.64, -1.07], [-0.65, 0.73, 0.21], [0.23, -1.28, -0.16], [0.92, 0.00, 1.12], [-1.75, -0.02, 0.15], [0.66, 1.36, -0.67], [-0.14, -0.17, 0.34], [-0.07, 0.12, -0.14], [0.01, -0.01, -0.06], [0.26, -0.33, 0.26], [-0.08, 0.43, -0.10], [-0.27, -0.37, 0.02], [0.33, 0.38, 0.35], [-0.25, 0.01, -0.52], [0.55, -0.24, 0.41], [0.20, 0.11, -0.52], [-0.19, -0.54, 0.42], [-0.56, 0.86, -0.33], [0.69, 0.33, -1.11], [-1.45, -2.83, 1.76], [0.53, 0.27, 0.33], [0.48, 0.40, -0.64], [1.10, -0.39, 0.13], [-0.04, 0.11, -0.13], [0.05, 0.02, 0.16], [-0.06, 0.08, 0.13], [0.18, 0.49, 0.03], [-0.27, 0.02, -0.34], [0.51, 0.86, 0.12], [0.16, -0.11, 0.38], [-0.41, -0.15, 0.13], [-0.14, 0.22, -0.34], [-0.50, -0.81, -0.76], [0.13, 0.57, 0.51], [-0.08, -0.83, 0.65], [-0.52, 0.66, -0.91], [-0.16, 1.32, -1.55], [-0.73, -0.32, 2.37], [-0.50, 2.29, -0.44], [-0.24, -0.88, 1.76], [0.08, -0.38, 0.32], [0.25, 0.15, -0.35], [0.05, -0.10, -0.45], [0.95, -0.21, -0.10], [0.30, -0.02, -0.22], [0.73, -0.47, -1.01], [-0.14, -1.03, 0.44], [0.14, -0.57, -0.04], [-0.02, -0.07, 0.20], [-0.06, 0.11, -0.40], [-0.26, 0.35, -0.17]]}

---

Molecular weight across the listed records, respectively: 140.182; 933.173; 822.887 Da.
HOMO energy across the listed records, respectively: -8.86; -9.11; -8.05 eV.
DFT total energy across the listed records, respectively: -462.3162; -4713.2759; -4067.9142 Ha.